1.
{"formula": "C16H23AuN3O5S", "method": "ωB97M-V/def2-TZVPD", "symbols": ["Au", "O", "C", "C", "C", "N", "C", "C", "C", "O", "O", "C", "O", "O", "H", "H", "H", "C", "C", "C", "C", "N", "C", "S", "N", "C", "C", "C", "C", "H", "H", "H", "H", "H", "H", "H", "H", "H", "H", "H", "H", "H", "H", "H", "H", "H", "H", "H", "H"], "coordinates": [[1.74, -1.43, -1.61], [7.41, -0.25, -0.33], [6.15, -0.49, -0.68], [5.41, 0.39, -1.49], [4.12, 0.05, -1.78], [3.63, -1.10, -1.31], [4.29, -1.95, -0.54], [5.59, -1.68, -0.20], [3.42, -3.14, -0.12], [3.85, -4.06, 0.49], [2.12, -3.02, -0.47], [3.09, 0.84, -2.58], [3.37, 1.84, -3.17], [1.84, 0.34, -2.53], [7.74, 0.58, -0.70], [5.82, 1.32, -1.87], [6.15, -2.36, 0.42], [-2.88, 3.59, 1.49], [-3.49, 3.46, 0.09], [-3.14, 2.15, -0.61], [-1.65, 2.04, -0.92], [-1.30, 0.79, -1.59], [-1.02, -0.35, -0.97], [-0.53, -1.71, -1.99], [-1.12, -0.46, 0.34], [-0.79, -1.64, 1.15], [-1.71, -1.76, 2.36], [-3.12, -2.29, 2.07], [-3.99, -1.40, 1.20], [-3.25, 4.48, 2.00], [-1.79, 3.66, 1.47], [-3.15, 2.73, 2.11], [-3.17, 4.30, -0.53], [-4.57, 3.53, 0.17], [-3.69, 2.06, -1.54], [-3.45, 1.31, 0.02], [-1.03, 2.14, -0.02], [-1.35, 2.85, -1.59], [-1.16, 0.78, -2.59], [-1.45, 0.35, 0.85], [0.25, -1.55, 1.48], [-0.86, -2.52, 0.52], [-1.77, -0.79, 2.88], [-1.22, -2.44, 3.05], [-3.62, -2.43, 3.03], [-3.03, -3.28, 1.62], [-4.04, -0.38, 1.60], [-5.01, -1.78, 1.16], [-3.63, -1.34, 0.17]], "de_lowest_kj_mol": 0.0, "total_charge": 1, "multiplicity": 1, "e_tot_ha": -1697.6453, "homo_lumo_gap_ev": 8.29, "homo_ha": -0.471}



2.
{"formula": "C29H30GdIN10O2S4Sb", "method": "ωB97M-V/def2-TZVPD", "symbols": ["Gd", "C", "C", "C", "C", "N", "C", "N", "C", "N", "C", "N", "C", "C", "C", "C", "C", "N", "C", "C", "C", "C", "C", "C", "H", "H", "H", "H", "H", "H", "H", "H", "H", "H", "H", "H", "S", "Sb", "S", "S", "S", "N", "C", "C", "C", "C", "N", "C", "N", "N", "C", "O", "O", "H", "H", "H", "H", "H", "H", "H", "H", "H", "H", "H", "H", "H", "H", "I", "C", "C", "C", "C", "C", "N", "H", "H", "H", "H"], "coordinates": [[-0.45, -0.17, -0.31], [0.43, -3.77, 3.04], [0.39, -3.14, 4.27], [-0.05, -1.86, 4.34], [-0.43, -1.12, 3.16], [-0.38, -1.72, 1.94], [0.03, -3.02, 1.93], [-0.95, 0.07, 3.46], [-1.70, 0.85, 2.75], [-2.00, 0.81, 1.39], [-2.93, 1.83, 1.10], [-3.58, 2.16, 0.03], [-3.62, 1.54, -1.15], [-4.38, 2.11, -2.19], [-4.48, 1.49, -3.43], [-3.75, 0.29, -3.67], [-3.12, -0.30, -2.58], [-2.92, 0.37, -1.40], [-3.27, 2.47, 2.41], [-4.26, 3.45, 2.72], [-4.34, 3.89, 4.04], [-3.47, 3.41, 4.99], [-2.52, 2.43, 4.73], [-2.47, 1.92, 3.39], [0.78, -4.73, 2.87], [0.67, -3.62, 5.22], [-0.32, -1.42, 5.28], [-0.04, -3.46, 0.94], [-4.98, 2.99, -1.96], [-5.07, 1.91, -4.30], [-3.92, -0.16, -4.63], [-2.79, -1.34, -2.53], [-4.91, 3.78, 1.92], [-5.18, 4.52, 4.32], [-3.51, 3.85, 6.01], [-1.88, 2.01, 5.48], [1.04, 0.65, -4.19], [0.04, 2.87, -3.50], [0.04, 2.46, -1.17], [-0.16, -0.64, -3.14], [1.97, 4.28, -3.95], [1.84, -1.49, -0.64], [2.93, -0.47, -0.53], [4.30, -1.21, -0.38], [5.60, -0.37, -0.36], [5.78, 0.78, -1.34], [4.85, 1.80, -0.98], [4.39, 2.80, -1.69], [4.87, 3.09, -2.90], [3.45, 3.57, -1.17], [2.50, 0.51, 0.64], [3.40, 1.24, 1.10], [1.29, 0.54, 0.95], [1.90, -2.07, 0.22], [2.03, -2.06, -1.48], [2.96, 0.17, -1.45], [4.33, -1.82, -1.23], [4.29, -1.81, 0.53], [6.45, -1.00, -0.45], [5.68, 0.03, 0.67], [5.68, 0.38, -2.35], [6.88, 1.13, -1.29], [4.38, 1.62, -0.04], [5.55, 2.48, -3.37], [4.32, 3.73, -3.53], [2.82, 3.13, -0.49], [2.84, 4.06, -1.85], [-3.81, -2.64, 1.16], [-2.65, -3.27, -0.45], [-3.11, -4.57, -0.80], [-2.44, -5.34, -1.73], [-1.27, -4.81, -2.24], [-0.80, -3.58, -1.79], [-1.55, -2.75, -0.98], [-4.00, -4.99, -0.28], [-2.90, -6.20, -2.14], [-0.58, -5.35, -2.90], [0.22, -3.18, -2.09]], "de_lowest_kj_mol": 0.0, "total_charge": -1, "multiplicity": 8, "e_tot_ha": -4717.7908, "s_squared": 16.069, "homo_lumo_gap_ev": [5.19, 4.87], "homo_ha": [-0.132, -0.130]}



3.
{"formula": "C6H11N", "method": "ωB97M-V/def2-TZVPD", "symbols": ["C", "N", "C", "C", "C", "C", "C", "H", "H", "H", "H", "H", "H", "H", "H", "H", "H", "H"], "coordinates": [[-0.15, -1.50, 1.53], [-0.98, -2.30, -1.23], [-0.05, -1.30, -0.92], [-0.15, -0.60, 0.27], [0.60, 0.68, 0.26], [0.25, 1.85, -0.31], [0.58, 3.17, 0.29], [-1.03, -2.14, 1.49], [-0.08, -0.80, 2.37], [0.60, -2.30, 1.56], [-1.33, -2.34, -2.18], [-1.82, -2.16, -0.69], [0.74, -1.15, -1.64], [1.21, 0.75, 1.18], [-0.13, 1.90, -1.33], [-0.18, 3.93, 0.05], [1.57, 3.61, 0.10], [0.52, 3.13, 1.39]], "smiles": "C/C=C/C(C)=C/N", "de_lowest_kj_mol": 288.6, "total_charge": 0, "multiplicity": 1, "e_tot_ha": -289.8618, "homo_lumo_gap_ev": 8.11, "homo_ha": -0.264}



4.
{"formula": "C13H31ClF3InO14PS4", "method": "ωB97M-V/def2-TZVPD", "symbols": ["C", "C", "O", "O", "C", "In", "P", "O", "Cl", "S", "O", "O", "C", "F", "F", "F", "H", "H", "H", "H", "H", "H", "H", "O", "S", "O", "O", "C", "C", "C", "H", "H", "H", "H", "H", "H", "H", "H", "O", "S", "O", "O", "C", "C", "C", "H", "H", "H", "H", "H", "H", "H", "H", "O", "S", "O", "O", "C", "C", "C", "H", "H", "H", "H", "H", "H", "H", "H"], "coordinates": [[-4.02, -0.30, -1.93], [-3.13, 0.00, -3.20], [-2.15, 0.78, -3.03], [-3.35, -0.44, -4.51], [-4.04, -1.72, -4.59], [-2.69, -3.54, -4.32], [-1.03, -3.34, -2.42], [-1.43, -2.07, -1.33], [-1.29, -5.13, -1.26], [-4.26, -5.53, -4.13], [-5.63, -5.05, -3.69], [-3.81, -6.57, -3.14], [-4.37, -6.42, -5.80], [-5.65, -6.34, -6.40], [-4.14, -7.79, -5.58], [-3.36, -5.85, -6.62], [-3.35, -0.27, -1.01], [-4.84, 0.51, -1.85], [-4.56, -1.30, -1.93], [-4.41, -1.80, -5.68], [-4.97, -1.81, -3.95], [-1.73, -3.70, -5.84], [-0.55, -1.76, -1.01], [1.35, 0.80, -0.99], [2.36, 1.81, -1.17], [2.75, 2.70, -0.11], [2.00, 2.68, -2.48], [0.73, 3.34, -2.54], [0.67, 4.54, -1.61], [3.83, 1.04, -1.80], [-0.08, 2.63, -2.31], [0.58, 3.67, -3.57], [0.75, 4.24, -0.57], [-0.27, 5.08, -1.73], [1.50, 5.22, -1.81], [3.56, 0.39, -2.63], [4.26, 0.46, -0.99], [4.52, 1.82, -2.12], [-2.07, 4.70, 3.80], [-0.70, 4.80, 4.24], [0.28, 5.54, 3.50], [-0.13, 3.32, 4.54], [-0.16, 2.35, 3.48], [0.88, 2.63, 2.42], [-0.69, 5.39, 5.91], [-1.16, 2.30, 3.04], [0.04, 1.38, 3.93], [0.68, 3.57, 1.90], [0.91, 1.84, 1.67], [1.87, 2.73, 2.87], [-1.41, 4.81, 6.50], [-0.98, 6.44, 5.89], [0.32, 5.28, 6.32], [3.78, -0.77, 1.52], [2.89, -1.46, 2.42], [2.03, -0.75, 3.33], [3.73, -2.56, 3.25], [4.85, -2.13, 4.02], [4.43, -1.38, 5.27], [1.89, -2.57, 1.48], [5.52, -1.52, 3.40], [5.41, -3.03, 4.31], [3.93, -0.45, 5.02], [5.30, -1.14, 5.89], [3.73, -1.98, 5.86], [2.53, -3.14, 0.80], [1.18, -1.96, 0.91], [1.35, -3.23, 2.16]], "de_lowest_kj_mol": 135.9, "total_charge": -1, "multiplicity": 1, "e_tot_ha": -4451.2997, "homo_lumo_gap_ev": 7.04, "homo_ha": -0.188}



5.
{"formula": "C6H14N2O", "method": "ωB97M-V/def2-TZVPD", "symbols": ["C", "N", "N", "H", "H", "H", "H", "H", "H", "C", "C", "C", "C", "C", "O", "H", "H", "H", "H", "H", "H", "H", "H"], "coordinates": [[-0.79, 1.46, -0.14], [-2.12, 2.04, -0.14], [-0.14, 1.58, -1.44], [-2.72, 1.52, -0.78], [-0.58, 0.93, -2.09], [-2.07, 3.00, -0.46], [0.84, 1.33, -1.38], [-0.19, 2.00, 0.60], [0.68, -0.48, 0.47], [-1.34, -0.21, 1.76], [1.15, -2.04, -0.92], [-0.96, -0.01, 0.32], [1.63, -1.13, 0.10], [2.80, -0.64, 0.45], [-1.28, -0.86, -0.56], [-2.32, 0.25, 1.93], [-1.40, -1.27, 2.00], [-0.62, 0.27, 2.42], [-0.03, -1.76, -0.98], [1.70, -1.95, -1.86], [1.15, -3.08, -0.59], [2.91, 0.09, 1.23], [3.71, -1.04, 0.02]], "smiles": "CC(=O)C(N)N.C=CC", "de_lowest_kj_mol": 314.4, "total_charge": 0, "multiplicity": 1, "e_tot_ha": -421.6805, "homo_lumo_gap_ev": 10.03, "homo_ha": -0.348}



6.
{"formula": "C3H5OP", "method": "ωB97M-V/def2-TZVPD", "symbols": ["C", "C", "C", "O", "P", "H", "H", "H", "H", "H"], "coordinates": [[0.32, 0.22, -0.34], [-0.82, 0.48, -0.57], [1.74, 0.24, -0.38], [-3.49, -0.47, 1.06], [-4.75, -0.25, 0.12], [-2.65, -0.17, 0.63], [-1.84, 0.76, -0.63], [1.97, -0.68, 0.35], [1.97, -0.02, -1.38], [2.21, 1.12, 0.02]], "de_lowest_kj_mol": 318.5, "total_charge": 0, "multiplicity": 1, "e_tot_ha": -533.7371, "homo_lumo_gap_ev": [7.13, 7.13], "homo_ha": [-0.280, -0.280]}



Copy entry 3 word for word.
{"formula": "C6H11N", "method": "ωB97M-V/def2-TZVPD", "symbols": ["C", "N", "C", "C", "C", "C", "C", "H", "H", "H", "H", "H", "H", "H", "H", "H", "H", "H"], "coordinates": [[-0.15, -1.50, 1.53], [-0.98, -2.30, -1.23], [-0.05, -1.30, -0.92], [-0.15, -0.60, 0.27], [0.60, 0.68, 0.26], [0.25, 1.85, -0.31], [0.58, 3.17, 0.29], [-1.03, -2.14, 1.49], [-0.08, -0.80, 2.37], [0.60, -2.30, 1.56], [-1.33, -2.34, -2.18], [-1.82, -2.16, -0.69], [0.74, -1.15, -1.64], [1.21, 0.75, 1.18], [-0.13, 1.90, -1.33], [-0.18, 3.93, 0.05], [1.57, 3.61, 0.10], [0.52, 3.13, 1.39]], "smiles": "C/C=C/C(C)=C/N", "de_lowest_kj_mol": 288.6, "total_charge": 0, "multiplicity": 1, "e_tot_ha": -289.8618, "homo_lumo_gap_ev": 8.11, "homo_ha": -0.264}